ORCA calculation (ωB97M-V/def2-TZVPD) on a structure of composition C30H48AsBN7O7PS2Ta in a non-equilibrium geometry.

Structure (XYZ):
```
98
Properties=species:S:1:pos:R:3:lowdin_charge:R:1
Ta 0.13183 0.21381 -0.11173 1.77
C 3.79534 -2.59462 2.09068 -0.07
C 3.07064 -3.73464 1.39741 -0.36
C 2.21823 -4.58444 2.34913 -0.04
C 2.35364 -3.47135 0.08046 -0.24
C 2.46939 -4.48307 -0.88639 -0.02
C 1.81842 -4.01888 -1.99106 -0.06
N 1.32677 -2.81132 -1.69283 -0.05
N 1.61659 -2.43947 -0.41566 0.10
B 0.77527 -1.87513 -2.74455 -0.56
N 1.53549 -0.53565 -2.80218 0.00
C 2.31710 -0.18093 -3.82002 -0.03
C 2.91464 1.01590 -3.52300 0.00
C 2.44852 1.37420 -2.26234 -0.24
N 1.59390 0.41732 -1.81719 -0.02
C 2.94613 2.66742 -1.64590 -0.35
C 2.20763 3.26317 -0.46212 -0.07
C 4.45564 2.59603 -1.38690 -0.05
N -0.71455 -1.60813 -2.56459 -0.02
C -1.60642 -1.84047 -3.51731 -0.02
C -2.81288 -1.30390 -3.13390 0.02
C -2.59163 -0.71838 -1.89836 -0.23
N -1.29090 -0.94447 -1.51435 -0.02
C -3.63240 0.09394 -1.17986 -0.39
C -4.03750 -0.54741 0.12813 -0.07
C -4.84910 0.34870 -2.06051 -0.06
H 4.30294 -2.97408 2.98098 0.09
H 4.55680 -2.15949 1.43618 0.09
H 3.14479 -1.80033 2.42258 0.01
H 3.87480 -4.39585 1.06808 0.13
H 1.33594 -4.05642 2.70590 0.04
H 1.87371 -5.49158 1.84864 0.09
H 2.80540 -4.88048 3.22253 0.09
H 3.00790 -5.41294 -0.77864 0.12
H 1.69106 -4.43283 -2.98045 0.13
H 0.90844 -2.39950 -3.81490 0.13
H 2.39891 -0.82501 -4.68240 0.14
H 3.59802 1.58599 -4.13380 0.13
H 2.81123 3.37643 -2.46601 0.14
H 2.49240 2.84154 0.49903 0.02
H 2.43040 4.32982 -0.39556 0.10
H 1.13758 3.16763 -0.56270 0.03
H 4.70324 1.85966 -0.62094 0.05
H 5.00302 2.32444 -2.28930 0.08
H 4.81944 3.56876 -1.04802 0.09
H -1.30545 -2.35255 -4.41851 0.14
H -3.73511 -1.30056 -3.69121 0.12
H -3.19889 1.06186 -0.94777 0.07
H -4.47427 -1.54181 -0.01504 0.10
H -3.16226 -0.63337 0.75212 0.00
H -4.74945 0.08193 0.66625 0.10
H -5.35814 -0.57913 -2.33698 0.09
H -5.56145 0.96165 -1.50633 0.09
H -4.58312 0.88969 -2.97151 0.08
O -1.36573 3.65071 2.56253 -0.20
As -1.53960 2.82066 1.05186 1.01
O -2.95591 2.05509 0.86351 -0.39
O -0.19321 1.64269 1.16837 -0.58
C -1.12143 4.22855 -0.17026 -0.24
C -0.97035 5.49844 0.37333 -0.06
C -0.77215 6.59467 -0.45767 -0.04
C -0.73065 6.43226 -1.83152 -0.03
C -0.87427 5.16850 -2.38686 -0.03
C -1.07011 4.07443 -1.55980 -0.27
S -1.17615 2.52183 -2.39667 0.59
O -0.13014 2.46350 -3.36055 -0.23
O -2.52175 2.26623 -2.77812 -0.21
O -0.81876 1.58284 -1.18100 -0.57
H -1.98862 3.27907 3.20438 0.07
H -1.01152 5.63493 1.44247 0.10
H -0.65238 7.57846 -0.02303 0.12
H -0.57631 7.28657 -2.47906 0.12
H -0.81456 5.03014 -3.46015 0.13
C -1.73771 -4.10323 2.17469 -0.12
C -1.25625 -3.04494 1.18559 -0.38
P -0.94073 -1.39019 1.88011 0.93
C 0.38892 -1.57325 3.09445 -0.40
C 0.58539 -0.37698 4.02105 -0.13
C -2.34811 -1.10629 3.03237 -0.36
C -2.65738 0.30858 3.50775 -0.13
H -1.89208 -5.04709 1.65122 0.08
H -2.68588 -3.83139 2.64171 0.07
H -1.01129 -4.29043 2.96887 0.06
H -1.97939 -2.90171 0.38109 0.07
H -0.32599 -3.34650 0.70159 0.05
H 1.28409 -1.79936 2.53059 0.02
H 0.14522 -2.46584 3.67620 0.08
H 0.70705 0.55574 3.47071 0.05
H 1.48174 -0.52211 4.62365 0.08
H -0.25561 -0.26771 4.70772 0.07
H -2.05673 -1.73651 3.87777 0.09
H -3.23376 -1.56743 2.60721 0.07
H -1.74876 0.85784 3.76603 0.05
H -3.27680 0.25858 4.40514 0.09
H -3.18657 0.86410 2.74002 0.04
O 3.24909 0.75794 2.85616 -0.41
S 3.03444 0.72925 1.43423 0.88
N 1.77305 0.11768 0.92507 -0.53
```

Its orbital gap is 7.454 eV. For the energy above the lowest of the compared OMol25 structures with the same formula, charge and spin, the calculation gives 213.10 kJ/mol. Its total energy is -5537.2749 a.u. The net charge is +1. For the largest force on an atom, the calculation gives 1.15 eV/A. The molecular weight is 980.55 g mol⁻¹. Its LUMO energy is -4.03 eV.

---

ORCA calculation (ωB97M-V/def2-TZVPD) on a cluster of 7 separate species, C30H48F15NO11 in total in a non-equilibrium geometry.

Structure (XYZ):
```
105
Properties=species:S:1:pos:R:3:lowdin_charge:R:1
C 2.34700 -3.84722 0.60867 -0.09
C 2.19196 -2.64813 1.42631 -0.22
C 2.36127 -1.40606 0.51114 -0.11
N 2.54227 -0.06294 1.23266 -0.22
C 3.75219 0.06215 2.10993 -0.06
C 3.94265 1.48195 2.73343 -0.16
C 3.91492 2.54329 1.64948 -0.18
C 2.66243 2.41259 0.75602 -0.12
C 2.34351 0.93976 0.20027 -0.10
C 1.26749 0.00954 2.08237 0.01
H 3.15426 -3.93318 0.32938 -0.08
H 1.60559 -3.75951 -0.35678 0.15
H 2.14026 -4.88946 0.88918 0.10
H 3.06031 -2.57922 2.05857 0.11
H 1.27757 -2.58295 1.97010 0.08
H 1.52481 -1.31481 -0.35243 0.16
H 3.36657 -1.55820 0.04902 0.13
H 4.68275 -0.02891 1.47131 0.16
H 3.76678 -0.59709 2.88735 0.09
H 4.74640 1.70137 3.37090 0.11
H 3.25733 1.67628 3.46208 0.08
H 4.83234 2.35899 1.10457 0.11
H 3.83451 3.56601 2.03870 0.12
H 2.85825 3.25902 -0.01762 0.14
H 1.84124 2.77548 1.24204 0.03
H 3.02855 0.81602 -0.55553 0.10
H 1.24431 0.85323 -0.20872 0.14
H 1.18730 -0.59959 3.01965 0.11
H 0.36744 -0.25899 1.64409 0.07
H 1.02954 0.94890 2.47001 0.07
C -1.37445 0.28032 -0.57443 -0.35
O -0.34776 -0.26066 -1.30967 -0.43
H -2.12468 0.29988 -1.37383 0.05
H -1.09093 1.21767 -0.15956 0.03
H -1.48959 -0.57026 -0.04177 0.01
C -3.26930 3.18687 1.68071 -0.06
C -1.90106 3.15229 2.38394 -0.20
O -1.22468 4.37566 2.30264 0.04
C 0.02041 4.58086 2.66975 -0.36
O 0.64393 3.57085 3.10067 0.09
C 0.56634 5.88593 2.58521 -0.54
F 1.56754 6.14556 3.37852 0.22
F 1.02502 5.94790 1.29668 0.16
F -0.46343 6.76181 2.84916 0.15
H -3.86608 3.92767 2.00342 0.02
H -3.95564 2.43411 2.20584 0.10
H -3.45640 2.99451 0.55221 0.11
H -1.22943 2.42243 1.92886 0.10
H -2.18685 2.87008 3.47362 0.16
C -0.99335 2.50295 -4.28876 -0.01
C -0.79344 2.98669 -2.77487 -0.12
O -0.72229 4.39818 -2.85796 0.08
C 0.10034 5.06017 -2.21795 -0.44
O 1.11826 4.60718 -1.67947 0.12
C -0.21569 6.53847 -2.12601 -0.54
F -0.50917 7.14604 -3.21327 0.23
F -1.34583 6.66686 -1.37886 0.14
F 0.79221 7.19178 -1.45670 0.13
H -0.95052 1.21534 -4.32914 0.14
H -0.47565 3.06368 -5.03911 0.06
H -1.85547 2.92686 -4.70175 0.03
H 0.07056 2.58049 -2.45898 0.07
H -1.58223 2.76523 -2.13958 0.10
C 0.45879 -1.29211 -4.85182 -0.06
C 1.32834 -1.80024 -3.68694 -0.18
O 2.36554 -2.58198 -4.26415 0.04
C 3.39684 -2.97328 -3.60287 -0.35
O 3.53490 -2.90619 -2.34704 0.07
C 4.64119 -3.51437 -4.42398 -0.49
F 4.13927 -3.55074 -5.66292 0.15
F 5.50325 -2.41936 -4.40269 0.11
F 5.20149 -4.63816 -4.02919 0.21
H 0.06327 -2.00115 -5.61581 0.09
H 0.96202 -0.61885 -5.48544 0.05
H -0.38093 -0.63863 -4.31045 0.08
H 0.78577 -2.47613 -2.96899 0.13
H 1.69256 -1.01389 -3.13150 0.09
C -2.21336 -2.37110 2.41130 -0.03
C -2.04006 -1.57937 3.81169 -0.16
O -1.79404 -2.57588 4.77801 0.01
C -0.66203 -2.57052 5.56294 -0.25
O 0.41503 -1.96907 5.26386 0.09
C -0.78194 -3.58212 6.74865 -0.51
F -2.07813 -3.78304 7.05049 0.16
F -0.11288 -4.77862 6.53241 0.13
F -0.19154 -2.96750 7.75278 0.18
H -2.93498 -1.89990 1.74940 0.06
H -2.66085 -3.40432 2.35729 0.09
H -1.20455 -2.58291 2.00330 0.06
H -2.87552 -1.00679 4.05155 0.10
H -1.23660 -0.94382 3.63741 0.07
C -2.41646 -2.64040 -3.36514 -0.04
C -3.39628 -2.52592 -2.22481 -0.25
O -4.53678 -3.24456 -2.50214 0.05
C -5.36237 -3.75945 -1.56445 -0.34
O -5.13507 -3.79888 -0.37306 0.15
C -6.73271 -4.21124 -2.10679 -0.39
F -6.94810 -3.82009 -3.48798 0.06
F -6.70812 -5.55051 -2.11568 0.16
F -7.78814 -3.64641 -1.39918 0.13
H -1.49579 -2.33775 -2.83542 0.07
H -2.87569 -2.18577 -4.17384 0.07
H -2.23542 -3.63397 -3.66490 0.07
H -3.47002 -1.54332 -1.91984 0.09
H -2.83241 -2.87337 -1.30976 0.14
```

Its orbital gap is 6.600 eV. For the energy above the lowest of the compared OMol25 structures with the same formula, charge and spin, the calculation gives 145.98 kJ/mol. Its total energy is -3551.8697 a.u. The net charge is 0. For the largest force on an atom, the calculation gives 15.96 eV/A. The molecular weight is 883.68 g mol⁻¹. Its LUMO energy is 0.09 eV.

---

Q: The lowest energy above the lowest of the compared OMol25 structures with the same formula, charge and spin belongs to which entry?
A: C30H48F15NO11